[1]
Below is C30H33CoF6N6O5S3Te as an isolated structure, with properties calculated with wB97M-V/def2-TZVPD.

The orbital gap (spin up / spin down) is 8.6848 / 6.5264 eV. As for the expectation value of S²: 8.778. For the energy above the lowest of the compared OMol25 structures with the same formula, charge and spin, the calculation gives 93.6 kJ/mol. As for the HOMO energy (spin up / spin down): -11.2 / -11.5 eV. For the molar mass, the calculation gives 954.4 g mol⁻¹.

```
! wB97M-V def2-TZVPD RIJCOSX def2/J DEFGRID3
* xyz 1 6
Te -0.867 -0.957 -0.234
Co 2.366 1.183 0.473
S 1.852 4.289 1.464
S 4.242 -0.275 -0.274
S 4.417 3.274 1.335
F 1.817 3.101 3.803
F 6.365 2.664 2.936
F 2.154 5.240 3.927
F 6.119 4.797 2.718
F 0.182 4.484 3.452
F 4.679 3.665 3.876
O 5.226 3.204 0.170
O 3.799 2.016 1.782
O 1.136 5.382 0.915
O 0.370 -0.689 -2.433
O 1.386 2.953 1.082
N 3.046 -1.478 1.875
N 3.401 4.467 1.314
N 4.309 -2.779 0.791
N 1.008 0.404 -0.551
N 3.796 -3.532 1.805
N 2.342 -0.344 2.253
C 2.237 -3.076 3.667
C -4.026 1.595 -2.960
C -2.795 -4.742 0.936
C 1.974 1.098 -2.613
C -0.520 -4.158 0.057
C 3.665 1.388 -4.284
C -4.080 -4.418 1.360
C -3.587 -2.062 1.002
C -2.227 0.167 -1.398
C -3.760 0.259 -3.224
C -5.043 -5.482 1.800
C -3.352 2.208 -1.907
C 1.053 0.195 -1.861
C 3.160 3.189 -2.764
C 3.873 -1.512 0.787
C 5.486 3.650 2.809
C -2.856 -0.478 -2.466
C -2.455 1.518 -1.108
C -4.449 -3.078 1.394
C -1.794 2.223 0.045
C -1.901 -3.764 0.524
C 2.694 0.598 -3.689
C -4.027 -0.627 1.119
C 1.487 4.296 3.292
C 2.196 2.400 -2.154
C -2.603 -1.914 -2.846
C -2.325 -2.432 0.527
C -5.016 2.370 -3.778
C 3.032 -2.735 2.465
C 3.903 2.674 -3.818
H -4.611 -6.476 1.701
H -1.992 1.711 0.991
H -3.541 3.256 -1.701
H 0.245 -3.563 0.563
H 2.492 -0.408 -4.033
H -4.549 3.253 -4.217
H -2.483 -5.780 0.924
H -5.838 2.717 -3.150
H 1.174 -2.874 3.515
H -5.329 -5.333 2.842
H -5.437 -2.811 1.754
H -0.413 -3.997 -1.018
H -5.956 -5.444 1.204
H -0.713 2.267 -0.077
H 2.365 -4.134 3.875
H -3.182 0.014 1.371
H 1.467 -0.616 2.683
H 4.667 3.286 -4.279
H 2.575 -2.506 4.534
H -0.321 -5.208 0.261
H 2.882 0.223 2.905
H 4.976 -3.173 0.150
H -5.434 1.764 -4.580
H -2.159 3.244 0.138
H -3.396 -2.565 -2.475
H -4.257 -0.228 -4.055
H 3.323 4.203 -2.426
H -2.568 -2.012 -3.930
H 4.247 0.997 -5.108
H -4.457 -0.267 0.182
H 1.565 2.825 -1.379
H -4.781 -0.517 1.896
H -1.651 -2.268 -2.454
*
```

[2]
Below is C30H33CrF2N4O3S as an isolated structure, with properties calculated with wB97M-V/def2-TZVPD.

The orbital gap (spin up / spin down) is 6.9085 / 6.9417 eV. As for the expectation value of S²: 3.838. For the energy above the lowest of the compared OMol25 structures with the same formula, charge and spin, the calculation gives 8.6 kJ/mol. As for the HOMO energy (spin up / spin down): -6.6 / -6.8 eV. For the molar mass, the calculation gives 619.7 g mol⁻¹.

```
! wB97M-V def2-TZVPD RIJCOSX def2/J DEFGRID3
* xyz 0 4
Cr 0.236 0.793 -0.010
S 1.608 -0.770 3.985
F 0.008 4.484 -5.651
F -0.587 6.439 3.656
O -1.769 1.181 -0.038
O -0.198 -1.677 0.271
O -2.367 -1.835 0.826
N 2.194 0.172 0.156
N 0.320 -4.160 0.328
N -2.668 2.532 1.541
N -3.835 0.718 0.683
C 3.082 0.191 -0.839
C 0.011 -0.261 4.312
C -0.112 -5.184 2.430
C -0.510 4.656 0.505
C -2.716 1.477 0.714
C -1.311 -2.353 0.581
C 0.307 0.490 2.092
C 1.085 1.510 -3.882
C 0.524 3.738 0.709
C -4.889 0.817 1.673
C 0.905 2.744 -0.338
C -1.087 -3.857 0.642
C 0.001 3.415 -4.815
C -1.124 3.156 -4.063
C 0.968 -4.479 1.618
C -0.224 5.559 2.691
C -0.015 1.217 -3.071
C -1.370 -4.384 2.077
C 0.000 0.116 -2.062
C 1.177 3.784 1.946
C 4.782 -0.647 0.584
C 1.506 -0.108 2.392
C 1.110 2.606 -4.744
C 4.390 -0.208 -0.674
C -0.548 0.381 3.245
C 0.812 4.681 2.939
C -0.892 5.570 1.487
C -1.122 2.066 -3.202
C 2.568 -0.219 1.388
C 3.872 -0.653 1.622
H 2.706 0.542 -1.792
H -1.986 3.808 -4.150
H -0.972 -0.379 -2.002
H -5.695 0.148 1.386
H 1.252 -3.543 2.109
H -1.559 0.766 3.294
H -1.688 6.286 1.319
H -1.020 4.659 -0.453
H -1.996 1.871 -2.590
H 0.770 -0.628 -2.300
H 0.513 3.033 -1.315
H 1.972 2.821 -5.364
H -4.554 0.546 2.679
H -1.839 3.109 1.525
H 0.446 -2.386 0.017
H 1.951 0.855 -3.849
H -3.625 -0.204 0.325
H -0.208 -6.220 2.095
H 0.095 -5.190 3.500
H 1.992 2.674 -0.413
H 4.154 -0.968 2.618
H -3.406 2.750 2.182
H 5.076 -0.173 -1.508
H 5.801 -0.972 0.754
H -1.501 -3.546 2.762
H -1.753 -4.304 -0.095
H 1.872 -5.062 1.454
H -5.308 1.824 1.693
H -2.278 -4.981 2.114
H 1.980 3.080 2.139
H 1.318 4.707 3.895
H -0.425 -0.452 5.283
H 0.383 -4.944 -0.305
*
```

[3]
Below is C30H34BBr2F4GeOV as an isolated structure, with properties calculated with wB97M-V/def2-TZVPD.

The orbital gap (spin up / spin down) is 7.4167 / 5.0511 eV. As for the expectation value of S²: 3.816. For the energy above the lowest of the compared OMol25 structures with the same formula, charge and spin, the calculation gives 118.9 kJ/mol. As for the HOMO energy (spin up / spin down): -11.2 / -11.1 eV. For the molar mass, the calculation gives 780.8 g mol⁻¹.

```
! wB97M-V def2-TZVPD RIJCOSX def2/J DEFGRID3
* xyz 1 4
Br 2.740 0.591 2.862
Br 0.384 -1.373 3.861
Ge 0.545 1.679 0.103
V -0.344 -0.819 0.597
F -3.556 -1.346 1.052
F -3.967 0.922 1.088
F -2.705 -0.036 -0.619
F -1.727 0.120 1.486
O 0.585 -2.079 0.001
C 2.020 -0.460 4.292
C -3.994 4.409 -1.857
C -1.499 2.698 -3.994
C -2.114 -3.584 -0.688
C -1.279 -4.268 0.397
C -1.468 -3.609 1.757
C -0.251 4.835 3.513
C -0.473 2.063 -1.461
C 0.186 5.209 2.249
C 2.413 1.973 -0.358
C 2.697 -4.859 -1.119
C -3.315 3.983 -2.975
C -2.399 3.280 -0.433
C -1.681 2.842 -1.554
C 2.436 -1.279 -2.112
C -0.472 3.495 3.802
C 0.170 2.884 1.554
C 2.257 -3.546 -0.938
C 0.398 4.239 1.278
C 0.653 -5.736 -0.244
C -0.378 1.890 -3.899
C -2.166 3.181 -2.844
C -0.264 2.523 2.829
C 0.108 1.555 -2.646
C 1.925 -5.947 -0.756
C 1.025 -3.408 -0.339
C -3.540 4.043 -0.585
C 0.168 -4.450 -0.037
C 3.162 -2.424 -1.412
C 4.058 -1.916 -0.287
B -3.216 -0.096 0.656
H 0.111 1.524 -4.792
H 3.454 -1.515 0.528
H 1.865 -0.668 -1.415
H -1.307 -2.526 1.743
H -3.164 -3.529 -0.397
H 4.722 -1.122 -0.641
H -0.450 1.488 3.078
H -0.814 3.203 4.787
H 2.955 1.077 -0.654
H 0.012 -6.578 -0.010
H -0.417 5.590 4.272
H -2.039 -4.127 -1.631
H -1.800 -2.556 -0.896
H 2.296 -6.953 -0.902
H 1.801 0.209 5.110
H 2.452 2.697 -1.171
H 0.739 4.556 0.297
H -4.087 4.358 0.295
H 0.981 0.917 -2.579
H -2.078 3.002 0.560
H -3.654 4.259 -3.967
H 3.795 -2.888 -2.169
H -4.881 5.021 -1.960
H 0.363 6.252 2.019
H 1.750 -1.646 -2.880
H 4.677 -2.716 0.121
H 2.746 -1.214 4.557
H -1.898 2.956 -4.969
H 3.166 -0.627 -2.597
H 2.877 2.407 0.529
H 3.667 -5.012 -1.578
H -1.671 -5.281 0.496
H -0.791 -4.021 2.504
H -2.498 -3.718 2.098
*
```

[4]
Below is a 2-piece molecular cluster, C30H34BF3O2 overall, with properties calculated with wB97M-V/def2-TZVPD.

The orbital gap is 7.2442 eV. For the energy above the lowest of the compared OMol25 structures with the same formula, charge and spin, the calculation gives 216.1 kJ/mol. As for the HOMO energy: -7.2 eV. The SMILES is FC(F)(F)C1=C[C@H](C2CC2)/C(=C\c2ccccc2)C=C1.Cc1ccc(B2OC(C)(C)C(C)(C)O2)cc1. For the molar mass, the calculation gives 494.4 g mol⁻¹.

```
! wB97M-V def2-TZVPD RIJCOSX def2/J DEFGRID3
* xyz 0 1
F 0.191 5.479 -1.300
F -1.837 5.733 -0.475
F -0.071 6.245 0.755
O 1.872 -0.946 1.028
O -0.310 -1.600 0.377
C -2.604 1.971 1.756
C 2.609 -2.810 -2.674
C -0.038 -2.403 1.550
C -0.368 1.411 0.633
C 2.580 -0.619 -1.672
C 0.537 3.496 1.221
C -0.577 2.071 -2.695
C 1.215 -2.846 -2.685
C -2.950 0.626 -2.966
C -1.520 2.499 -3.611
C 1.202 -0.824 -1.426
C 0.495 -1.789 -2.164
C -2.021 0.244 -1.996
C -0.532 3.943 0.381
C 0.606 2.121 1.388
C -0.015 0.932 -0.586
C -1.775 1.857 0.584
C 3.360 -3.986 -3.162
C 1.458 -1.986 1.974
C -0.243 -3.819 1.019
C 3.288 -1.664 -2.236
C -1.546 3.162 -0.059
C -1.107 -2.071 2.571
C -0.557 5.349 -0.151
C -2.737 1.801 -3.703
C 1.571 -1.334 3.338
C 2.487 -3.102 1.745
C -2.440 2.970 2.869
C -2.238 1.519 3.144
C -0.906 1.069 -1.775
B 0.944 -1.105 0.038
H -2.297 3.548 -0.744
H -3.380 3.398 3.202
H 2.607 -1.027 3.507
H 2.511 -3.427 0.693
H -1.310 -3.924 0.770
H -0.907 -2.626 3.493
H -1.585 3.632 2.857
H 0.675 -3.694 -3.104
H -0.576 -1.717 -2.269
H -1.299 3.366 -4.242
H -1.164 -0.999 2.785
H -3.842 0.014 -3.128
H 1.288 4.210 1.600
H -2.083 -2.390 2.188
H 2.866 -4.906 -2.840
H 1.270 -2.020 4.134
H -3.490 2.149 -4.399
H -1.244 1.166 3.362
H -2.157 -0.673 -1.406
H -3.675 1.817 1.518
H 0.408 2.553 -2.636
H 4.375 -1.599 -2.317
H 1.402 1.577 1.917
H 0.304 -3.995 0.084
H 3.046 0.320 -1.368
H -2.343 1.120 0.012
H 3.372 -3.966 -4.254
H 0.967 -0.416 3.389
H 0.015 -4.582 1.758
H 3.491 -2.722 1.993
H 1.066 1.149 -0.902
H 4.380 -3.956 -2.784
H -3.003 1.002 3.710
H 2.290 -3.971 2.383
*
```

[5]
Below is a 9-piece molecular cluster, C30H34Cl8F4OS overall, with properties calculated with wB97M-V/def2-TZVPD.

The orbital gap is 9.2999 eV. As for the HOMO energy: -8.8 eV. For the molar mass, the calculation gives 802.3 g mol⁻¹.

```
! wB97M-V def2-TZVPD RIJCOSX def2/J DEFGRID3
* xyz 0 1
Cl 0.570 -4.685 5.273
Cl 2.535 -2.624 4.573
Cl 2.789 0.703 -2.309
Cl 6.577 0.846 -3.649
Cl 6.078 3.359 -2.314
Cl -4.846 0.348 2.004
Cl 4.144 0.239 0.311
Cl -6.872 1.864 0.481
S -3.856 -1.145 -1.351
F -2.494 -2.959 0.883
F -1.233 0.873 0.782
F 4.023 8.490 1.431
F 2.131 -3.581 1.403
O -3.012 0.051 -1.731
C -1.819 -4.408 -0.809
C -1.614 -3.259 -0.040
C 2.105 5.551 -0.598
C 3.102 -4.613 -0.415
C 3.443 7.504 0.750
C 3.143 -5.859 -1.160
C -1.891 1.949 1.175
C 1.293 -6.807 0.000
C -3.153 4.322 1.719
C 2.258 -6.890 -0.991
C 2.505 6.801 1.446
C -2.467 2.649 0.165
C -5.628 -0.710 -1.280
C 6.993 1.821 -2.253
C 3.130 6.239 -1.208
C -0.856 -4.696 -1.880
C 0.271 -2.652 -1.287
C 0.213 -3.839 -2.094
C -0.567 -2.402 -0.249
C 0.793 -3.134 4.595
C 3.832 7.190 -0.500
C -1.877 2.449 2.488
C 1.769 5.805 0.745
C 2.169 -4.681 0.621
C -2.546 3.626 2.742
C -3.932 -1.963 -2.960
C -5.824 1.856 1.870
C 1.194 -5.655 0.830
C 2.839 1.032 -0.559
C -3.144 3.789 0.387
H 4.690 7.769 -0.961
H 2.353 -7.749 -1.678
H -0.952 -5.542 -2.523
H 1.923 0.769 -0.116
H 3.753 -3.766 -0.443
H 3.106 2.103 -0.427
H 8.003 2.044 -2.471
H -2.589 2.173 -0.778
H 6.936 1.295 -1.265
H -2.717 -5.077 -0.705
H -4.085 -1.315 -3.895
H 2.383 7.119 2.453
H -0.554 -1.562 0.354
H -6.408 1.893 2.771
H 3.823 -5.751 -2.025
H 0.430 -5.629 1.552
H 3.410 6.062 -2.251
H -6.273 -1.565 -1.241
H -5.620 -0.011 -0.419
H -5.769 -0.050 -2.142
H -4.659 -2.734 -2.810
H -1.390 1.843 3.260
H -2.912 -2.345 -2.953
H -3.672 4.336 -0.407
H 0.581 -7.646 0.064
H -2.500 3.976 3.773
H 0.215 -2.408 5.106
H 1.049 -1.926 -1.425
H -5.075 2.672 1.768
H 1.579 4.834 -1.222
H -3.714 5.240 2.043
H 0.957 5.283 1.283
H 0.399 -3.109 3.550
H 1.026 -4.021 -2.854
*
```

[6]
Below is C30H34FN3O7V as an isolated structure, with properties calculated with wB97M-V/def2-TZVPD.

The orbital gap (spin up / spin down) is 5.9378 / 7.5445 eV. As for the expectation value of S²: 2.048. For the energy above the lowest of the compared OMol25 structures with the same formula, charge and spin, the calculation gives 12.3 kJ/mol. As for the HOMO energy (spin up / spin down): -3.9 / -5.5 eV. For the molar mass, the calculation gives 618.6 g mol⁻¹.

```
! wB97M-V def2-TZVPD RIJCOSX def2/J DEFGRID3
* xyz -1 3
V 0.640 -2.068 0.983
F -3.011 3.029 1.492
O -1.816 -5.027 1.707
O -0.736 -3.270 0.788
O 1.927 -0.982 1.354
O 2.094 -0.796 -2.255
O -0.304 -0.713 -0.392
O 2.968 -5.307 1.876
O 1.124 -1.627 -4.129
N 2.086 -2.963 -0.558
N -1.785 1.305 -3.573
N 1.407 -3.607 1.915
C -0.123 -0.210 -2.709
C -3.101 2.735 -2.107
C -1.654 -1.459 3.247
C -0.865 -4.292 1.642
C 3.161 -3.511 0.288
C -2.771 -1.338 2.207
C 4.334 3.118 1.692
C -1.993 -0.551 4.437
C -3.378 3.149 -0.824
C 0.368 -4.405 2.555
C 3.042 2.642 -0.281
C -0.600 -0.011 -1.372
C 2.519 -4.243 1.466
C 3.459 -0.903 3.221
C 2.862 -0.312 1.992
C -2.723 2.569 0.257
C 1.151 -0.979 -3.069
C 3.838 3.518 0.455
C -1.474 3.042 -5.292
C 2.733 1.388 0.212
C -0.245 -1.131 2.713
C -1.536 1.106 -1.196
C -2.368 1.920 -4.776
C -1.827 1.556 0.098
C 3.215 0.982 1.473
C -0.764 0.423 -3.720
C -3.785 2.379 -4.473
C -2.144 1.716 -2.300
C -3.803 3.348 -3.296
C 4.032 1.863 2.198
H -4.391 1.504 -4.225
H 4.071 4.502 0.067
H -0.450 0.224 -4.739
H 3.148 -1.942 3.315
H -0.190 -0.052 2.504
H -2.189 0.468 4.084
H -1.328 1.092 0.938
H 0.094 -4.011 3.536
H 0.660 -5.445 2.660
H -2.694 -2.098 1.431
H -2.887 -0.899 4.970
H 2.366 -2.231 -1.218
H 4.551 -0.852 3.189
H -4.831 3.591 -3.025
H 3.123 -0.367 4.116
H -4.103 3.937 -0.649
H 4.415 1.572 3.169
H -1.913 3.502 -6.181
H 2.147 0.693 -0.381
H 3.811 -4.216 -0.224
H -1.653 -2.491 3.615
H -4.212 2.837 -5.365
H -3.752 -1.437 2.686
H -1.167 -0.508 5.151
H -2.738 -0.359 1.723
H 2.670 2.936 -1.256
H -2.415 1.135 -5.529
H 1.640 -3.702 -1.091
H 0.471 -1.326 3.523
H 3.773 -2.686 0.651
H -0.489 2.653 -5.555
H -1.334 3.811 -4.530
H -3.318 4.287 -3.576
H 4.962 3.790 2.267
*
```

For reference, DFT total energy by record: -144546.219, -88441.259, -267543.671, -44582.198, -155590.457, -78874.891 eV.